Entry 1:
DFT (ωB97M-V/def2-TZVPD) results for a single C6H9N molecule.

Each line ends with the natural charge from an NBO analysis.
Cartesian coordinates (Å):
C -1.952 0.301 -2.608  -0.681
C -0.729 0.282 -1.815  -0.002
C 0.258 0.285 -1.126  -0.026
C 1.310 0.311 -0.110  -0.477
C 0.632 0.488 1.239  -0.067
C 0.026 -0.667 1.932  -0.263
N 1.277 -0.075 2.417  -0.591
H -2.600 -0.525 -2.303  0.233
H -1.736 0.208 -3.678  0.234
H -2.504 1.232 -2.433  0.233
H 2.024 1.121 -0.312  0.232
H 1.875 -0.628 -0.113  0.238
H 0.123 1.445 1.354  0.196
H 0.132 -1.665 1.510  0.198
H -0.894 -0.519 2.495  0.194
H 1.096 0.518 3.223  0.351

Values from the calculation:
- HOMO-LUMO gap: 10.4 eV
- Charge: 0
- HOMO: -9.420 eV

Entry 2:
DFT (ωB97M-V/def2-TZVPD) results for a single C6H9N molecule.

Each line ends with the natural charge from an NBO analysis.
Cartesian coordinates (Å):
C -1.990 0.543 1.822  -0.270
C -1.765 0.134 0.708  0.018
C -1.205 -0.322 -0.577  -0.490
C 0.309 -0.113 -0.478  0.091
C 1.035 -1.180 0.310  -0.624
C 0.750 1.295 -0.413  -0.255
N 0.985 0.500 -1.622  -0.589
H -2.240 0.867 2.812  0.240
H -1.456 -1.379 -0.741  0.234
H -1.603 0.236 -1.433  0.250
H 0.404 -1.557 1.119  0.227
H 1.962 -0.808 0.761  0.213
H 1.284 -2.024 -0.342  0.211
H -0.002 2.072 -0.520  0.200
H 1.577 1.546 0.249  0.194
H 1.957 0.191 -1.655  0.350

Values from the calculation:
- HOMO-LUMO gap: 10.5 eV
- Charge: 0
- HOMO: -9.488 eV

Entry 3:
DFT (ωB97M-V/def2-TZVPD) results for C6H9N as an isolated structure at a distorted geometry.

Each line ends with the natural charge from an NBO analysis.
Cartesian coordinates (Å):
C -0.158 -0.233 1.853  -0.641
C -0.031 -0.153 0.386  0.050
C 1.195 -0.427 -0.483  -0.395
C 0.486 0.598 -1.358  -0.115
C -0.896 -0.124 -1.627  -0.125
C -1.136 -0.712 -0.446  -0.221
H -0.536 -1.219 2.168  0.218
H -1.077 0.440 2.068  0.223
H 0.535 0.007 2.688  0.237
H 1.447 -1.555 -0.783  0.201
H 2.166 -0.169 0.103  0.207
H 0.917 1.229 -2.076  0.205
H 0.433 2.178 0.148  0.366
H -1.299 -0.017 -2.577  0.213
H -1.979 -1.100 0.185  0.227
N -0.065 1.257 -0.246  -0.648

Values from the calculation:
- HOMO-LUMO gap: 9.1 eV
- Charge: 0
- HOMO: -8.064 eV

Entry 4:
DFT (ωB97M-V/def2-TZVPD) results for a single C6H9N molecule at a distorted geometry.

Each line ends with the natural charge from an NBO analysis.
Cartesian coordinates (Å):
C -1.574 0.139 0.063  -0.221
C -0.878 1.234 -0.033  -0.205
C 0.637 1.059 0.069  -0.272
C 0.998 0.014 -1.027  -0.225
N 0.615 -1.062 -0.046  -0.411
C -0.870 -1.175 -0.071  -0.283
C 0.986 -0.126 1.058  -0.223
H -2.755 0.186 0.181  0.216
H -1.180 2.289 -0.097  0.218
H 1.203 2.002 0.182  0.204
H 0.362 0.030 -1.904  0.192
H 2.054 0.007 -1.308  0.197
H -1.193 -1.844 0.780  0.205
H -1.101 -1.731 -0.993  0.217
H 0.435 -0.203 1.964  0.196
H 2.069 -0.175 1.163  0.194

Values from the calculation:
- HOMO-LUMO gap: 9.5 eV
- Charge: 0
- HOMO: -8.423 eV

Entry 5:
DFT (ωB97M-V/def2-TZVPD) results for a single C6H9N molecule at a distorted geometry.

Each line ends with the natural charge from an NBO analysis.
Cartesian coordinates (Å):
C -2.086 1.410 0.622  -0.620
C -0.839 0.811 0.068  -0.092
C -0.136 1.053 -1.065  -0.088
N 0.872 0.139 -1.169  -0.512
C 0.820 -0.719 -0.110  0.142
C 1.802 -1.821 0.136  -0.636
C -0.242 -0.345 0.675  -0.311
H -1.992 1.494 1.700  0.214
H -2.903 0.696 0.483  0.213
H -2.389 2.342 0.149  0.213
H -0.307 1.810 -1.815  0.205
H 1.598 0.196 -1.858  0.406
H 2.841 -1.484 0.031  0.210
H 1.717 -2.597 -0.623  0.216
H 1.670 -2.192 1.142  0.229
H -0.426 -0.791 1.636  0.212

Values from the calculation:
- HOMO-LUMO gap: 8.9 eV
- Charge: 0
- HOMO: -7.862 eV

Entry 6:
DFT (ωB97M-V/def2-TZVPD) results for a single C6H9N molecule.

Each line ends with the natural charge from an NBO analysis.
Cartesian coordinates (Å):
C -1.882 0.043 0.456  -0.257
C -1.636 -0.701 -0.834  -0.392
N -0.673 0.361 -0.281  -0.265
C 0.214 1.544 -0.225  -0.194
C 0.690 0.175 0.055  0.077
C 1.333 -0.745 1.003  -0.416
C 1.591 -0.841 -0.500  -0.411
H -1.717 -0.425 1.430  0.180
H -2.573 0.892 0.506  0.179
H -2.233 -0.237 -1.629  0.144
H 0.044 2.204 0.624  0.213
H 0.482 2.027 -1.161  0.218
H 0.694 -1.519 1.424  0.233
H 2.117 -0.374 1.655  0.223
H 2.555 -0.523 -0.886  0.218
H 1.094 -1.652 -1.031  0.251

Values from the calculation:
- HOMO-LUMO gap: 8.2 eV
- Charge: 0
- HOMO: -7.265 eV

Entry 7:
DFT (ωB97M-V/def2-TZVPD) results for a 2-piece molecular cluster, C6H9N overall.

Each line ends with the natural charge from an NBO analysis.
Cartesian coordinates (Å):
C 0.105 1.937 0.549  -0.618
C -0.112 0.486 0.150  -0.107
C 1.041 -0.444 0.516  -0.141
C 0.715 -1.816 0.844  0.054
N 1.331 -1.722 -0.245  -0.311
C -1.087 0.200 -0.948  -0.147
C -1.478 -0.137 0.237  -0.219
H 0.328 2.042 1.617  0.207
H -0.801 2.513 0.333  0.214
H 0.931 2.391 -0.014  0.211
H 1.926 0.023 0.952  0.189
H 0.225 -2.578 1.437  0.212
H -1.323 0.375 -1.985  0.230
H -2.243 -0.520 0.891  0.227
H -0.063 -1.213 -2.344  -0.050
H 0.506 -1.536 -1.989  0.050

Values from the calculation:
- HOMO-LUMO gap: 10.3 eV
- Charge: 0
- HOMO: -9.248 eV

Entry 8:
DFT (ωB97M-V/def2-TZVPD) results for a single C6H9N molecule.

Each line ends with the natural charge from an NBO analysis.
Cartesian coordinates (Å):
C 2.975 -1.057 0.301  -0.251
C 1.866 -0.784 -0.092  -0.004
C 0.526 -0.524 -0.661  -0.494
C -0.512 0.208 0.225  0.077
C -1.275 1.339 -0.479  -0.622
C -0.392 -0.111 1.675  -0.252
N -1.516 -0.638 0.919  -0.581
H 3.950 -1.314 0.663  0.238
H 0.678 0.025 -1.599  0.236
H 0.080 -1.489 -0.916  0.253
H -0.822 1.572 -1.445  0.217
H -1.410 2.262 0.090  0.222
H -2.281 0.958 -0.715  0.211
H 0.310 -0.917 1.883  0.211
H -0.544 0.585 2.494  0.200
H -2.293 0.004 1.102  0.337

Values from the calculation:
- HOMO-LUMO gap: 10.3 eV
- Charge: 0
- HOMO: -9.271 eV

| no. | LUMO energy (eV) |
| --- | --- |
| 1 | 1.01 |
| 2 | 1.03 |
| 3 | 1.07 |
| 4 | 1.08 |
| 5 | 1.04 |
| 6 | 0.90 |
| 7 | 1.09 |
| 8 | 1.00 |